Formula: C5H8NO2
Source: the OMol25 dataset
Level of theory: ωB97M-V/def2-TZVPD

The calculation puts the total energy at -400.331747 Eh. The orbital gap (alpha / beta) comes out at 8.36 / 4.36 eV. For the energy above the lowest of the compared OMol25 structures with the same formula, charge and spin, the calculation gives 431.47 kJ/mol.

The geometry in ORCA input format:
```
! RIJCOSX wB97M-V def2-TZVPD def2/J DEFGRID3
* xyz 0 2
O -4.84006 0.42186 0.06873
C -3.74215 -0.18936 -0.09398
O -3.16074 -0.65364 -1.03996
C -0.28465 -0.23637 -0.31459
C 1.01897 0.48465 -0.45527
C 2.08437 0.47020 0.53380
C 2.73646 -0.49567 -0.22895
N 2.11381 0.79904 1.77537
H -0.18902 -1.28470 -0.06092
H -0.96614 -0.00119 -1.11488
H 1.34640 0.77336 -1.44507
H -0.72450 0.15230 0.61097
H 2.99494 -0.25884 -1.24813
H 3.37683 -1.24190 0.23173
H 1.46160 1.57179 1.88615
H -3.22613 -0.31152 0.89500
*
```

=====

Formula: C5H7NO
Source: the OMol25 dataset
Level of theory: ωB97M-V/def2-TZVPD

The calculation puts the total energy at -324.436971 Eh. The orbital gap comes out at 8.52 eV. For the energy above the lowest of the compared OMol25 structures with the same formula, charge and spin, the calculation gives 754.82 kJ/mol.

The geometry in ORCA input format:
```
! RIJCOSX wB97M-V def2-TZVPD def2/J DEFGRID3
* xyz 0 1
C 1.52791 -0.01739 -0.39534
C 0.69018 -1.20886 0.04588
O 0.17294 -0.94006 1.34992
C -0.95484 -0.13257 0.87513
C -0.58510 1.23503 0.40178
N 0.26762 0.76630 -0.62026
C -0.56923 -0.46732 -0.59518
H 2.26728 0.42167 0.28304
H 1.97448 -0.15714 -1.38680
H 1.01571 -2.24348 -0.08870
H -1.85268 -0.33040 1.46633
H -1.96166 1.08145 -0.91736
H -0.39574 2.16037 0.96852
H -1.44733 -0.27683 -1.36833
*
```

=====

Formula: C10H7F2N2O4S
Source: the OMol25 dataset
Level of theory: ωB97M-V/def2-TZVPD

The calculation puts the total energy at -1393.542222 Eh. The orbital gap comes out at 4.60 eV.

The geometry in ORCA input format:
```
! RIJCOSX wB97M-V def2-TZVPD def2/J DEFGRID3
* xyz -1 1
C -2.60409 -0.44665 1.14524
N -3.94758 -0.29240 1.01850
O -4.39321 0.90206 0.87247
O -4.72977 -1.28175 0.92572
H -2.19908 -1.44068 1.20272
H -2.03069 0.46537 1.11261
F 3.70917 -0.04479 4.06182
C 2.89239 0.41732 3.04836
F 3.68902 0.81601 2.00603
S 1.80048 -0.95020 2.63811
N 1.54779 -0.33748 0.93998
C 2.22860 -0.50754 -0.29193
O 3.35259 -0.93861 -0.44268
C 1.20963 -0.07815 -1.29961
C -0.01362 0.10582 -0.66621
C -1.19076 0.25242 -1.40346
C -1.10359 0.38471 -2.78927
C 0.14785 0.32582 -3.41544
C 1.30854 0.02249 -2.67783
C 0.23789 0.01088 0.77536
O -0.46296 0.16497 1.80932
H 2.25126 1.25475 3.36686
H -2.16959 0.24638 -0.93025
H -2.02059 0.54106 -3.36464
H 0.20798 0.50588 -4.49047
H 2.28234 -0.09770 -3.15131
*
```